# 1
This record from OMol25 describes the molecule C5H9NO. The level of theory is wB97M-V/def2-TZVPD.

Properties
structure (SMILES)	C[C@H]1N[C@H]1[C@H]1CO1

Last column: Mulliken charge in e.
Positions of all 16 atoms, in Å:
1 O 1.1011 -1.3366 -0.4082  -0.427
2 N -0.1841 0.3639 1.8287  -0.621
3 C -1.1692 0.5809 0.7762  0.297
4 C -1.9610 -0.4199 -0.0298  -1.216
5 C 0.2250 0.9099 0.4822  -0.517
6 C 0.8702 0.0538 -0.5984  -0.044
7 C 2.2293 -0.4924 -0.6163  -0.336
8 H 2.7465 -0.6168 -1.5700  0.268
9 H -1.4374 -1.3709 -0.1436  0.319
10 H -2.1460 0.0014 -1.0288  0.267
11 H 0.4248 0.2766 -1.5722  0.357
12 H 0.5772 1.9266 0.5254  0.414
13 H -1.7355 1.4822 1.0118  0.302
14 H -2.9370 -0.6022 0.4295  0.360
15 H 2.8744 -0.3706 0.2518  0.235
16 H 0.5772 -0.2855 1.7058  0.344



# 2
This record from OMol25 describes a cluster of 2 separate species, C5H9NO in total. The level of theory is wB97M-V/def2-TZVPD.

Properties
structure (SMILES)	C=C1CN2C[C@@H]12.O

Last column: Mulliken charge in e.
Positions of all 16 atoms, in Å:
1 O 2.1357 1.4838 0.2817  -0.656
2 N -1.4230 0.9151 -0.2662  -0.540
3 C -0.7164 0.1805 0.8285  -0.004
4 C -2.0539 -0.2417 0.3611  -0.233
5 C 0.2554 -0.4307 -0.1293  -0.069
6 C 1.2089 -1.3511 -0.0565  -0.939
7 C -0.4188 0.3629 -1.2314  -0.163
8 H -2.1192 -1.1773 -0.1927  0.180
9 H -0.5368 0.6318 1.8008  0.317
10 H 2.2027 0.5223 0.1784  0.375
11 H 1.7973 1.5943 1.1774  0.305
12 H -0.8491 -0.2035 -2.0627  0.303
13 H 1.7153 -1.6953 -0.9538  0.308
14 H 1.5164 -1.7738 0.8960  0.323
15 H 0.2000 1.1824 -1.6065  0.242
16 H -2.9144 0.0004 0.9753  0.249



# 3
This record from OMol25 describes the molecule C5H9NO. The level of theory is wB97M-V/def2-TZVPD.

Properties
structure (SMILES)	C[C@H]1N[C@H]1CC=O

Last column: Mulliken charge in e.
Positions of all 16 atoms, in Å:
1 O 2.4126 -1.6596 -1.0605  -0.472
2 N -0.8950 1.4064 -0.6679  -0.629
3 C -1.2824 -0.0027 1.3964  -1.353
4 C 1.8989 -1.0756 -0.1347  0.021
5 C -1.2416 0.0986 -0.1094  0.156
6 C 1.3854 0.3419 -0.2375  -0.522
7 C 0.0123 0.2856 -0.8812  -0.232
8 H 0.0350 -0.1640 -1.8745  0.444
9 H -2.0166 -0.4707 -0.6242  0.441
10 H -0.6440 0.7620 1.8468  0.358
11 H 2.0650 0.9228 -0.8696  0.303
12 H -1.4262 1.6043 -1.5111  0.252
13 H -0.9523 -0.9902 1.7405  0.263
14 H 1.7269 -1.5923 0.8357  0.325
15 H 1.3263 0.8149 0.7469  0.284
16 H -2.3009 0.1614 1.7634  0.360



# 4
This record from OMol25 describes the molecule C5H9NO. The level of theory is wB97M-V/def2-TZVPD.

Properties
structure (SMILES)	C[C@@H](O)[C@@H](C)C#N

Last column: Mulliken charge in e.
Positions of all 16 atoms, in Å:
1 O -1.5992 -1.0785 0.7121  -0.531
2 N 0.7395 2.8166 -0.5875  -0.458
3 C 0.4475 1.8880 0.0364  0.013
4 C 0.0519 0.6747 0.7538  0.518
5 C -1.0257 -0.0735 -0.0989  -0.021
6 C -0.5072 -0.5403 -1.5216  -1.281
7 C 1.2755 -0.2362 0.9790  -1.365
8 H -0.8680 -1.5998 1.0773  0.357
9 H -0.0105 -1.4969 -1.4142  0.299
10 H -1.7910 0.5279 -0.5521  0.414
11 H 2.0833 0.2936 1.4889  0.381
12 H -0.3131 0.9931 1.7481  0.240
13 H 1.6527 -0.5966 0.0190  0.330
14 H 0.1631 0.2073 -1.9805  0.362
15 H 1.0249 -1.1051 1.6016  0.394
16 H -1.3237 -0.6743 -2.2614  0.348



| no. | strongest force on any atom (eV/Å) | LUMO (eV) | highest occupied orbital energy (hartree) |
| --- | --- | --- | --- |
| 1 | 2.59 | 1.06 | -0.348 |
| 2 | 0.48 | 0.84 | -0.338 |
| 3 | 0.58 | 1.01 | -0.363 |
| 4 | 1.98 | 0.66 | -0.393 |